Record 1
Density functional theory data (ωB97M-V/def2-TZVPD) for an isolated molecule of C3H3F2NO at a distorted geometry.

XYZ file:
```
10
Properties=species:S:1:pos:R:3:forces:R:3:nbo_charge:R:1
C -0.71655 1.78542 1.76925 0.4 -0.4 -3.2 0.898
C 0.05694 -0.01288 0.60633 0.3 0.1 -1.0 -0.278
C -0.04318 1.07752 -0.56511 0.6 -1.4 -0.1 0.439
N -0.32192 0.64660 1.79358 -0.3 0.6 1.4 -0.421
O -0.72274 2.12464 -0.22095 -0.7 0.5 3.0 -0.608
F -1.10558 2.70811 2.53578 -0.1 0.2 -0.1 -0.224
F 1.30462 1.38784 -0.85959 0.3 0.2 0.0 -0.406
H -0.58326 -0.87675 0.43425 -0.1 0.1 0.0 0.218
H 1.09599 -0.34410 0.69062 -0.2 0.0 -0.1 0.237
H -0.39561 0.58399 -1.48088 -0.2 0.2 0.1 0.145
```
Positions in Å, forces in eV/Å.

Output
* LUMO (spin up / spin down): -0.0004 / -0.0004 hartree
* energy relative to the best compared isomer or geometry (same formula, charge and spin): 2.102 eV
* energy: -445.7503 Ha
* molecular weight: 107.1 g/mol

***

Record 2
Density functional theory data (ωB97M-V/def2-TZVPD) for an isolated molecule of C3H3F2NO2.

XYZ file:
```
11
Properties=species:S:1:pos:R:3:forces:R:3:nbo_charge:R:1
C -0.23463 0.20527 -0.00515 0.5 0.2 0.1 -0.023
C -1.70066 0.38799 0.00208 -0.4 0.3 -0.1 0.396
C 0.33147 -1.20154 -0.00224 -0.3 0.3 0.0 0.525
H 2.17259 1.98229 0.00004 -0.2 0.0 0.0 0.487
H -2.03410 1.45332 0.00175 0.1 -0.4 0.0 0.137
H -0.49666 -1.92960 -0.01493 0.5 0.1 0.1 0.171
N 0.44281 1.29488 0.00417 -0.4 -0.3 0.0 -0.021
O 1.77934 1.10022 0.00545 0.3 -0.1 0.0 -0.508
O -2.47869 -0.53369 0.00137 0.2 0.1 0.0 -0.506
F 1.11484 -1.37675 -1.09863 0.0 -0.2 0.0 -0.329
F 1.10370 -1.38240 1.10610 -0.2 -0.1 -0.2 -0.330
```
Positions in Å, forces in eV/Å.

Output
* LUMO: -0.0146 hartree
* energy relative to the best compared isomer or geometry (same formula, charge and spin): 2.103 eV
* energy: -521.0111 Ha
* molecular weight: 123.1 g/mol

***

Record 3
Density functional theory data (ωB97M-V/def2-TZVPD) for a cluster of 2 separate species, C3H3F2O2S in total at a distorted geometry.

XYZ file:
```
11
Properties=species:S:1:pos:R:3:forces:R:3:nbo_charge:R:1
C 1.13109 0.72534 -0.13059 1.5 -4.9 -0.3 0.675
C 0.73593 -0.37125 0.73881 -0.1 1.5 2.3 -0.614
C -1.59833 -0.04804 -0.07753 -3.4 -1.3 -0.1 0.583
O 1.78262 0.34234 -1.26568 0.5 -2.6 -0.4 -0.741
O 1.01616 1.86944 0.10762 -1.0 4.2 0.7 -0.658
F -2.09203 -0.37890 -1.28811 0.8 0.4 -0.6 -0.369
F -2.59769 -0.53980 0.74888 1.0 0.3 0.5 -0.394
S 1.00985 -2.04485 0.59426 -0.2 0.8 -0.4 -0.272
H 0.24802 0.12396 1.67742 0.8 -1.3 -1.4 0.186
H -1.53856 1.01610 0.07604 0.6 0.5 -0.1 0.117
H 1.90294 -0.69434 -1.18113 -0.5 2.5 -0.1 0.488
```
Positions in Å, forces in eV/Å.

Output
* LUMO (spin up / spin down): 0.1353 / 0.1098 hartree
* total charge: -1
* 2S+1: 3
* energy relative to the best compared isomer or geometry (same formula, charge and spin): 0.000 eV
* energy: -864.4670 Ha
* molecular weight: 141.1 g/mol

***

Record 4
Density functional theory data (ωB97M-V/def2-TZVPD) for an isolated molecule of C3H3F2P3 at a distorted geometry.

XYZ file:
```
11
Properties=species:S:1:pos:R:3:forces:R:3:nbo_charge:R:1
C 1.51963 -0.00587 -0.38882 -1.6 2.2 1.5 -1.169
C -0.79762 1.56380 0.12964 1.2 -1.1 -0.1 -1.248
C -0.59622 -1.52235 0.34100 -1.0 1.2 -0.5 -1.183
F -2.37012 -0.20873 -1.24301 0.4 0.4 0.8 -0.558
F -2.80712 -0.00139 1.07531 1.3 0.1 -1.0 -0.553
P 1.11738 -1.61033 -0.04985 -2.6 -0.4 0.3 0.894
P 0.96062 1.64297 0.07712 -0.9 -1.6 -1.4 0.887
P -1.51591 0.02665 0.09394 -1.0 -2.7 0.3 2.116
H 2.49764 0.00213 -0.72398 2.2 0.5 -0.3 0.238
H -1.48535 2.40840 0.05004 0.5 0.0 0.5 0.291
H -1.32140 -2.41028 0.48052 1.5 1.5 -0.1 0.285
```
Positions in Å, forces in eV/Å.

Output
* LUMO: -0.0415 hartree
* energy relative to the best compared isomer or geometry (same formula, charge and spin): 0.000 eV
* energy: -1339.8943 Ha
* molecular weight: 170.0 g/mol

***

Record 5
Density functional theory data (ωB97M-V/def2-TZVPD) for a structure of composition C3H3F3N2O2S3Ti at a distorted geometry.

XYZ file:
```
17
Properties=species:S:1:pos:R:3:forces:R:3:nbo_charge:R:1
Ti 6.44668 6.83394 3.50432 -0.9 0.5 -1.9 1.174
S 8.99140 10.19929 3.81357 0.6 0.8 -0.1 0.136
C 7.76162 9.23132 3.53458 -0.1 -0.8 0.4 -0.548
S 7.60605 8.21713 2.10289 -0.3 -0.4 -0.2 0.053
S 6.54129 8.83740 4.74466 -0.2 -0.4 0.1 -0.082
N 4.33058 6.81464 4.23539 -0.5 -1.3 0.1 -0.660
N 3.75714 5.65786 3.53718 -3.2 -1.3 3.2 -0.508
C 4.60389 4.82084 2.86654 2.5 -0.6 -1.5 0.854
O 4.52901 3.62165 2.75203 -0.8 1.2 0.3 -0.555
O 5.58336 5.56583 2.28962 0.4 0.8 1.7 -0.718
H 4.07264 6.90712 5.25791 0.5 -0.9 -1.4 0.417
H 3.81780 7.55121 3.80579 -0.1 1.2 -0.3 0.406
H 3.05454 5.06735 4.09735 1.4 1.5 -0.9 0.404
F 8.98570 5.70798 4.86119 -1.7 0.3 -0.6 -0.323
C 7.85058 5.48152 4.11167 2.9 -3.6 0.7 0.633
F 8.26817 4.48254 3.22580 -0.7 1.8 0.6 -0.330
F 6.94845 4.75935 4.93758 0.2 1.1 -0.1 -0.352
```
Positions in Å, forces in eV/Å.

Output
* LUMO: -0.0665 hartree
* energy: -2719.7705 Ha
* molecular weight: 300.1 g/mol

***

Record 6
Density functional theory data (ωB97M-V/def2-TZVPD) for the ion C3H3F3N3O2 with charge +1 at a distorted geometry.

XYZ file:
```
14
Properties=species:S:1:pos:R:3:forces:R:3:nbo_charge:R:1
C -0.77689 0.72618 0.05344 0.5 -2.6 1.3 0.199
C -0.20638 -0.53690 0.75321 0.8 0.6 0.2 -0.109
C -3.01808 -0.02964 -0.29529 -0.4 0.1 -3.4 1.165
N 0.91241 -0.17915 -1.26755 1.3 -1.1 0.2 -0.131
N 0.04390 0.59527 -1.31967 -2.9 3.5 -1.0 0.076
N 0.68559 -1.22853 0.12979 0.4 1.2 0.2 0.306
O 1.46940 -2.09786 0.16630 -0.2 -0.6 0.5 -0.212
O -2.18586 0.85469 0.33804 1.9 -0.2 -0.8 -0.451
F -2.92755 0.31038 -1.65566 -0.1 -0.8 1.5 -0.341
F -4.26936 0.12239 0.05084 0.9 0.0 0.6 -0.251
F -2.64298 -1.31838 -0.20068 -0.2 0.9 0.3 -0.304
H -0.33664 1.66232 0.41129 -0.1 -0.1 0.0 0.274
H -0.27362 -0.70860 1.82879 -0.5 -0.3 -0.4 0.306
H 1.77320 -0.14604 -1.92948 -1.6 -0.5 0.7 0.472
```
Positions in Å, forces in eV/Å.

Output
* LUMO (spin up / spin down): -0.2260 / -0.2260 hartree
* total charge: +1
* energy relative to the best compared isomer or geometry (same formula, charge and spin): 0.000 eV
* energy: -729.9807 Ha
* molecular weight: 170.1 g/mol

***

Record 7
Density functional theory data (ωB97M-V/def2-TZVPD) for a structure of composition C3H3FGdO4 at a distorted geometry.

XYZ file:
```
12
Properties=species:S:1:pos:R:3:forces:R:3:mulliken_spin:R:1
C -2.22165 4.36064 -2.42493 0.0 2.0 1.1 0.101
C -2.15313 2.95666 -2.91812 0.2 -0.6 0.7 -0.093
O -1.89909 2.06414 -1.95298 -0.3 0.8 -1.1 0.122
O -2.43541 5.37885 -3.11820 0.0 -0.9 -0.5 -0.027
H -2.07478 4.63516 -1.36778 0.0 0.0 0.0 0.003
H -1.40093 2.89750 -3.74126 0.6 -0.4 -0.5 -0.057
H -3.10116 2.71294 -3.45549 -0.7 -0.5 -0.3 -0.059
F -2.61055 5.06059 -4.46239 0.0 0.2 0.2 0.010
C -0.41195 -1.44565 1.73658 -0.1 0.1 -0.1 -0.043
O -0.50052 -2.25306 2.55060 0.3 0.8 -0.9 -0.293
Gd 0.78990 -4.55848 4.43952 -0.2 -0.2 0.3 8.183
O -0.81757 -3.07896 3.56543 0.2 -1.1 1.1 0.153
```
Positions in Å, forces in eV/Å.

Output
* LUMO (spin up / spin down): -0.7711 / -0.7755 hartree
* total charge: +4
* 2S+1: 9
* energy relative to the best compared isomer or geometry (same formula, charge and spin): 0.000 eV
* energy: -1280.2362 Ha
* molecular weight: 279.3 g/mol

***

Record 8
Density functional theory data (ωB97M-V/def2-TZVPD) for a cluster of 2 separate species, C3H3FI2 in total at a distorted geometry.

XYZ file:
```
9
Properties=species:S:1:pos:R:3:forces:R:3:nbo_charge:R:1
C -0.49658 -0.47621 -0.53117 0.2 -0.9 2.9 -0.244
C 0.30519 -1.50890 0.18171 -4.1 -0.6 0.2 -0.308
C -0.63023 -0.56830 0.74766 0.1 0.3 -0.5 0.432
F -1.19605 -0.12922 1.83636 0.0 -0.1 0.1 -0.266
I -0.22252 -3.61627 0.13757 0.0 0.0 -0.1 -0.026
I 0.40916 3.45762 -0.14576 -0.1 -0.2 0.2 -0.101
H 1.27877 4.40923 -1.08065 0.1 0.2 -0.2 0.102
H -0.73074 -0.12077 -1.43711 -0.7 1.2 -3.0 0.228
H 1.28299 -1.44719 0.29138 4.5 0.2 0.4 0.184
```
Positions in Å, forces in eV/Å.

Output
* LUMO: 0.0141 hartree
* energy relative to the best compared isomer or geometry (same formula, charge and spin): 1.497 eV
* energy: -811.2390 Ha
* molecular weight: 311.9 g/mol

***

Record 9
Density functional theory data (ωB97M-V/def2-TZVPD) for a cluster of 2 separate species, C3H3FN2 in total at a distorted geometry.

XYZ file:
```
9
Properties=species:S:1:pos:R:3:forces:R:3:nbo_charge:R:1
C 0.94763 -0.95292 1.96516 -0.5 1.4 0.8 -0.313
C 0.35249 -0.16208 1.22545 1.3 -2.5 1.2 0.140
C -0.06011 1.38665 -0.42091 0.1 -1.6 -0.3 0.696
N 0.24856 2.15079 -1.29476 0.4 0.1 -0.3 -0.668
N -0.28644 0.32787 0.15381 0.1 0.7 0.8 -0.511
F -1.33034 -1.76512 -1.39791 0.0 -0.3 -0.1 -0.554
H 1.42918 -1.38708 2.89901 -0.9 0.8 -2.1 0.256
H -1.08599 -2.60596 -1.70075 0.0 0.1 0.1 0.556
H -0.21498 3.00787 -1.42911 -0.4 1.3 -0.1 0.398
```
Positions in Å, forces in eV/Å.

Output
* LUMO: 0.0270 hartree
* energy relative to the best compared isomer or geometry (same formula, charge and spin): 3.200 eV
* energy: -325.3740 Ha
* molecular weight: 86.1 g/mol

***

Record 10
Density functional theory data (ωB97M-V/def2-TZVPD) for an isolated molecule of C3H3FN2 at a distorted geometry.

XYZ file:
```
9
Properties=species:S:1:pos:R:3:forces:R:3:nbo_charge:R:1
C 2.17680 -0.82357 -1.12858 -5.6 -3.4 2.8 0.213
C 0.84624 -1.34139 -0.48260 4.7 15.0 -3.1 0.133
C -0.01030 -0.16923 -0.13443 -0.2 -0.7 0.0 -0.671
N 3.13624 -0.41854 -1.58995 2.0 1.0 -1.0 -0.293
N 0.65805 -2.57541 -0.35409 -1.8 -13.2 1.4 0.070
F -0.57658 -2.87820 0.21692 1.1 1.2 -0.6 -0.182
H 0.11673 0.06236 0.92522 -0.2 0.2 0.3 0.243
H -1.06248 -0.38757 -0.30931 -0.1 0.0 0.1 0.238
H 0.28805 0.70219 -0.71338 0.0 -0.1 0.1 0.250
```
Positions in Å, forces in eV/Å.

Output
* LUMO (spin up / spin down): 0.0213 / -0.1626 hartree
* 2S+1: 3
* energy relative to the best compared isomer or geometry (same formula, charge and spin): 2.038 eV
* energy: -325.2145 Ha
* molecular weight: 86.1 g/mol

***

Record 11
Density functional theory data (ωB97M-V/def2-TZVPD) for a cluster of 2 separate species, C3H3FN2S in total at a distorted geometry.

XYZ file:
```
10
Properties=species:S:1:pos:R:3:forces:R:3:nbo_charge:R:1
C 1.23040 -1.98233 -0.62861 -0.7 0.2 -0.1 0.187
C -1.64047 -0.57893 -0.72883 -0.1 0.6 -0.7 0.139
C -0.00053 1.53921 0.60588 0.1 0.7 -1.7 -0.743
N 2.05049 -1.42599 0.05212 1.1 0.3 0.6 -0.117
N 0.28734 -2.44788 -1.23624 -0.1 -0.8 -0.4 -0.062
F -1.82013 -0.82124 0.55076 0.2 0.1 0.5 -0.344
S -0.69560 0.81674 -1.03418 -0.6 0.4 1.2 0.235
H 0.92523 1.91363 0.10365 -0.5 0.0 1.2 0.229
H 0.20007 0.61649 1.11990 0.2 0.1 0.8 0.231
H -0.53680 2.37030 1.19555 0.5 -1.6 -1.3 0.246
```
Positions in Å, forces in eV/Å.

Output
* LUMO (spin up / spin down): -0.1516 / -0.1516 hartree
* energy relative to the best compared isomer or geometry (same formula, charge and spin): 7.683 eV
* energy: -723.4014 Ha
* molecular weight: 118.1 g/mol

***

Record 12
Density functional theory data (ωB97M-V/def2-TZVPD) for an isolated molecule of C3H3FN2S at a distorted geometry.

XYZ file:
```
10
Properties=species:S:1:pos:R:3:forces:R:3:nbo_charge:R:1
C 0.58584 0.75404 0.47765 1.1 0.7 -1.9 0.080
C 1.88421 0.06924 0.04652 1.9 5.0 0.3 0.045
C -0.45670 -0.30621 0.12524 -0.7 -0.6 0.9 0.049
H 0.70648 1.12452 1.47685 -0.7 -0.2 0.9 0.212
H 2.93478 0.62795 -0.15071 -2.7 -1.5 0.7 0.229
H 0.03063 -2.47070 -0.13386 0.5 3.0 0.1 0.440
N 1.70399 -1.10285 -0.21152 -0.9 -5.0 -0.6 -0.216
N 0.30650 -1.42835 -0.00180 0.4 -1.5 -0.5 -0.459
F 0.39551 1.85244 -0.33279 -0.2 0.5 0.0 -0.335
S -2.08656 -0.08361 -0.03753 1.3 -0.3 0.2 -0.045
```
Positions in Å, forces in eV/Å.

Output
* LUMO: -0.0096 hartree
* energy relative to the best compared isomer or geometry (same formula, charge and spin): 2.110 eV
* energy: -723.6062 Ha
* molecular weight: 118.1 g/mol

***

Question: energy of number 1 (C3H3F2NO)?
Answer: -445.7503 Ha

***

Question: Number 7 is which compound?
Answer: C3H3FGdO4

***

Question: energy of number 11 (C3H3FN2S)?
Answer: -723.4014 Ha